Molecular formula: C3H9NO2
Method: DFT, the ωB97M-V functional and the def2-TZVPD basis

Output
**HOMO**: -9.7 eV
**HOMO-LUMO gap**: 10.21 eV
**SMILES**: NCCC=O.O

Element x y z (Å)
N1 0.5995 -1.4115 1.4318
C1 -0.2084 -0.3448 0.6960
C2 -0.9604 -0.9830 -0.5458
C3 -1.9307 0.0470 -1.0731
O1 -1.5493 1.2485 -1.1001
H1 1.2097 -1.9492 0.8725
H2 -0.2242 -2.0432 1.4850
H3 -0.6890 0.2569 1.4438
H4 0.5293 0.4567 0.2266
H5 -1.6509 -1.9015 -0.4348
H6 -0.2380 -1.0957 -1.3064
H7 -2.9895 -0.0749 -1.5221
O2 3.1008 1.4828 0.4524
H8 2.9517 1.6196 -0.5370
H9 3.0890 0.4462 0.4687

Forces on the atoms, in the same order (eV/Å):
-3.5415 0.7932 0.3670
3.8804 0.1188 -2.0700
-3.1754 0.4492 1.5754
0.5425 4.8768 -1.0627
-1.2272 -3.1885 0.0818
0.9536 -0.1773 -1.2580
1.1357 -0.2839 0.9979
-1.0968 -0.2610 0.0943
-1.4307 -1.7167 0.8909
1.7520 0.8457 0.4338
0.8014 -0.6663 -0.9016
1.4113 -0.7993 0.8348
-0.3832 -2.9284 -2.2337
0.3022 0.0622 1.9414
0.0756 2.8753 0.3086

Mulliken population analysis, charges in e, atoms 1 to 2:
1. N -0.675
2. C -0.369